This record from OMol25 describes a molecular structure, C32H36FMgN7O7S. The level of theory is ωB97M-V with the def2-TZVPD basis set.

The value obtained for the energy above the lowest of the compared OMol25 structures with the same formula, charge and spin is 0.0 kJ/mol. For the HOMO energy, the calculation gives -7.82 eV. The value obtained for the gap between HOMO and LUMO is 8.02 eV. As for the charge: 0.

The geometry in XYZ format:
```
85
Properties=species:S:1:pos:R:3:lowdin_charge:R:1
H 4.2266 -0.5102 -1.4741 0.11
C -1.0754 1.7001 7.2281 -0.05
H -1.9772 5.7364 5.0568 0.12
C -0.3137 5.4155 2.9928 0.05
C -1.7453 3.8594 6.1070 -0.15
C 3.2306 -2.0721 -0.0547 -0.60
C -4.5949 -1.5277 -1.9270 -0.03
H -2.0691 4.1874 7.0952 0.12
C 0.5448 -1.6583 -4.4511 -0.20
H 0.2392 -3.2775 -0.8203 0.10
H 0.2387 3.2718 6.6181 0.16
H -7.1285 -1.7314 -2.7791 0.08
N -0.3580 2.2733 4.9009 0.03
O 0.4989 -1.6724 2.3471 -0.06
C -0.6744 2.7874 6.2502 -0.31
H 3.5019 0.3709 -2.7685 0.13
C -3.6416 1.0752 -2.0387 -0.05
H -2.8320 -1.9586 -0.7734 0.12
O 4.4658 -2.3024 -0.0764 -0.02
C 4.4313 -3.9569 -3.2151 -0.16
C 2.2606 -2.9863 -0.8502 -0.29
H -1.3079 2.1738 8.1816 0.09
H -7.2926 -0.0658 -3.3476 0.08
H 3.0272 -5.5434 -3.0777 0.11
N 0.3937 -1.5670 -3.1309 0.11
S -1.3935 0.4849 -0.5774 0.61
H 0.8940 3.2756 0.6467 0.13
H -0.6616 1.6220 -3.0031 0.10
H 0.8934 -2.6217 -4.8162 0.09
H -4.9715 -2.5423 -1.8724 0.11
H -0.2974 0.2744 5.4719 0.12
O 0.3006 -1.6591 4.5686 0.02
C 0.5293 3.6419 1.5951 0.08
H 4.7649 -2.5623 -1.6816 0.10
N -0.2737 -0.4311 -1.2480 -0.14
H -0.3847 1.4116 -5.4526 0.11
H -6.4273 -1.2512 -4.3207 0.08
C -0.1719 0.5685 -4.8066 -0.07
C -0.5359 4.5436 4.0354 -0.13
C -1.1881 5.0258 5.3072 -0.13
C -0.0753 -0.4182 -2.6158 -0.37
C 0.3207 2.7368 2.6423 -0.03
C 0.2810 0.4321 3.4801 0.00
H -3.2627 2.0879 -2.0588 0.11
H 5.2273 -4.5716 -2.7945 0.13
H -0.4571 5.5679 5.9149 0.13
C -0.1409 0.9702 4.6620 0.04
C 0.5957 1.3146 2.4005 -0.27
H 3.5044 -2.3543 -4.9698 0.10
H 2.9752 -0.7553 -4.7345 0.10
H 2.2816 -3.9753 -3.3231 0.09
C -0.1849 3.1889 3.8662 -0.07
H 3.7038 -4.5951 -0.6887 0.12
H 2.0685 -2.4189 -1.7689 0.10
H -2.6105 3.4238 5.5988 0.14
C 3.0762 -4.4944 -2.7755 -0.17
C 4.0900 -1.5239 -3.2163 -0.44
N 0.9642 -2.9832 -0.1764 0.05
N 4.6469 -2.6087 -2.7160 0.10
C -2.9246 0.0949 -1.3754 -0.27
C -5.3310 -0.5586 -2.6085 -0.27
H -0.5838 6.4605 3.0832 0.13
O -1.4580 -0.0556 0.7764 -0.30
C -6.6182 -0.9201 -3.2975 -0.05
C 2.8036 -4.3669 -1.2652 -0.12
H -5.4088 1.5081 -3.1668 0.11
C 0.2282 4.9561 1.7983 -0.25
H 2.0601 -5.1212 -1.0033 0.11
H -1.9633 1.1647 6.8877 0.10
H 0.3914 -0.7823 -6.4072 0.10
H -0.2797 0.9782 7.4029 0.09
N 4.0509 -0.4161 -2.4705 0.24
N 3.6174 -1.4859 -4.4775 0.21
C -3.3978 -1.2095 -1.3123 -0.04
C 0.3758 -1.0992 3.4784 -0.58
C -0.3416 0.6902 -3.4455 -0.01
O -1.2064 1.9085 -0.7255 -0.30
H 0.9521 -3.5693 0.6527 0.11
Mg 0.6992 -0.8680 0.6149 0.59
F 0.4270 5.8537 0.8090 0.06
C 0.2732 -0.6377 -5.3423 -0.10
C -4.8415 0.7418 -2.6518 -0.03
H 4.5597 -3.9957 -4.2996 0.11
O 2.6993 -1.0758 0.4799 -0.01
O 1.0870 0.9801 1.2999 -0.03
```

This record from OMol25 describes C4H8N2O in the gas phase. The level of theory is ωB97M-V with the def2-TZVPD basis set.

The value obtained for the energy above the lowest of the compared OMol25 structures with the same formula, charge and spin is 228.3 kJ/mol. For the HOMO energy, the calculation gives -9.68 eV. The value obtained for the gap between HOMO and LUMO is 10.58 eV. As for the charge: 0. As for the SMILES: [H]/N=C(/CO)CN=C.

The geometry in XYZ format:
```
15
Properties=species:S:1:pos:R:3:lowdin_charge:R:1
C 0.4710 0.6678 0.0890 -0.37
H -0.0352 -2.6560 -2.5680 0.07
C -0.1649 -2.2636 -1.5703 -0.04
H 0.6588 0.5834 2.2204 0.12
O -0.9251 1.7282 1.7736 -0.06
C 0.3840 1.3145 1.4538 -0.23
H -0.4102 -1.1983 0.6855 0.12
H -0.1359 -2.9824 -0.7427 0.08
H 1.3059 0.6360 -1.6342 0.05
H 1.0935 2.1493 1.4902 0.12
N -0.3456 -1.0343 -1.4321 -0.04
H -1.5182 -0.0347 -0.0766 0.13
N 1.3072 1.1118 -0.7329 0.16
H -1.1738 2.4435 1.1775 0.10
C -0.5116 -0.4652 -0.1331 -0.20
```

This record from OMol25 describes C9H13BO3 in the gas phase in a non-equilibrium geometry. The level of theory is ωB97M-V with the def2-TZVPD basis set.

The value obtained for the energy above the lowest of the compared OMol25 structures with the same formula, charge and spin is 691.0 kJ/mol. For the HOMO energy, the calculation gives -6.63 eV. The value obtained for the gap between HOMO and LUMO is 6.45 eV. As for the charge: 0.

The geometry in XYZ format:
```
26
Properties=species:S:1:pos:R:3:lowdin_charge:R:1
C -2.4793 -1.3811 -0.7861 -0.22
H 2.6680 -2.2677 -0.9799 0.04
H -1.3508 2.4235 -0.5700 0.12
C -0.2292 -0.4833 0.5822 -0.03
H -3.2464 0.0899 0.4581 0.13
C 2.0498 0.3513 1.0104 0.13
H -1.8559 -3.2311 0.5919 0.14
C 1.6774 1.7447 1.1781 -0.31
H 2.7339 2.3563 1.2198 0.18
O 3.8204 -0.0817 -0.7383 0.10
H 0.7388 3.3836 0.2165 0.11
H 1.3649 2.0575 -0.9019 0.15
H -3.0033 0.5587 -1.1402 0.09
H -1.8013 -1.4392 -1.6772 0.14
H 1.4176 1.9551 2.2107 0.09
C 0.8183 2.2910 0.0593 -0.19
C -1.0092 0.5109 -0.0154 -0.16
C -0.5825 1.7796 -0.1332 0.01
C -2.5054 0.0118 -0.3882 -0.16
H -2.5588 -1.8480 1.3834 0.15
B 2.6746 -0.5285 -0.0690 -0.71
O -0.6069 -1.6790 0.6995 0.00
H 4.4078 -0.7656 -1.0315 0.07
C -1.9852 -2.1273 0.4265 -0.11
H -3.3427 -1.8101 -1.3120 0.13
O 2.1854 -1.8713 -0.2933 0.07
```

This record from OMol25 describes C4H12N2 in the gas phase in a non-equilibrium geometry. The level of theory is ωB97M-V with the def2-TZVPD basis set.

The value obtained for the energy above the lowest of the compared OMol25 structures with the same formula, charge and spin is 228.8 kJ/mol. For the HOMO energy, the calculation gives -8.34 eV. The value obtained for the gap between HOMO and LUMO is 9.42 eV. As for the charge: 0. As for the SMILES: CCCNCN.

The geometry in XYZ format:
```
18
Properties=species:S:1:pos:R:3:lowdin_charge:R:1
H -2.2482 0.3306 3.3375 0.08
C -0.6401 -0.1604 2.1653 -0.28
H 1.5433 -0.8997 -3.1534 0.05
C 1.2598 0.0251 -2.6952 -0.11
H -1.2173 1.6019 3.0243 0.05
N -1.7198 0.8387 2.5432 -0.04
N -0.5605 -0.6074 0.7109 -0.10
H 0.2203 0.5630 2.2641 0.10
H 0.8315 0.5030 -3.6284 0.08
H 0.9641 0.8783 0.1633 0.13
C 0.6517 -0.1839 -0.1616 -0.24
H 1.3869 -1.0772 0.0141 0.14
H -0.4591 -0.9625 2.8254 0.08
H -0.6210 0.4839 -1.7232 0.08
H 1.9857 0.7191 -2.1936 0.08
C 0.1697 -0.1957 -1.5989 -0.30
H -1.3641 -0.6423 0.0422 0.09
H -0.1832 -1.2148 -1.9359 0.12
```

This record from OMol25 describes a molecular structure, C17H22ClF10N3O4SSi2 in a non-equilibrium geometry. The level of theory is ωB97M-V with the def2-TZVPD basis set.

For the HOMO energy, the calculation gives -8.20 eV. The value obtained for the gap between HOMO and LUMO is 8.07 eV. As for the charge: 0.

The geometry in XYZ format:
```
60
Properties=species:S:1:pos:R:3:lowdin_charge:R:1
C -6.9983 -5.1863 1.2815 -0.14
H -8.3810 -4.9870 -0.3922 0.09
F -1.5664 0.4687 3.1502 0.17
H -5.3611 -4.5972 2.4760 0.14
N 4.3004 1.7307 0.9677 -0.09
N 1.6740 1.5162 -4.6095 0.00
O 2.1661 0.2848 -0.1136 -0.33
F -3.6823 1.2783 1.3496 0.18
F -3.6552 0.0654 3.4610 0.18
O -1.3781 -2.1900 -0.0088 -0.31
H 6.9186 0.9632 0.7721 0.06
H -1.3668 2.5960 -4.2024 0.09
F -2.2380 -1.8289 4.3443 0.18
H -5.0305 -2.6219 0.9828 0.08
C -2.5996 -0.2397 2.7095 -0.37
H 0.0869 0.3507 -3.7877 0.09
H 1.7812 2.0413 1.7246 0.03
Si 1.2687 -0.7733 0.7369 0.05
C -6.7781 -3.4446 -0.1223 -0.10
C 5.3561 -0.4873 0.9257 -0.25
C 0.3857 1.2997 -4.2001 -0.14
Cl 2.1539 -2.5972 0.7284 0.43
C 1.7983 2.7953 -5.0835 -0.15
F -0.9833 1.4357 0.8237 0.11
H 2.7413 3.1618 -5.4507 0.10
H 3.0181 2.8361 -1.6201 0.10
F 1.6780 4.9060 0.4638 0.09
C -5.8039 -3.3476 0.8341 -0.14
C -7.5373 -4.6125 0.1621 -0.11
N -5.9438 -4.4121 1.6823 0.01
H 5.4559 0.9424 2.5050 0.11
F -1.0957 -2.0645 2.5537 0.15
C 2.6200 4.4297 -0.3727 -0.51
H 3.8835 0.1701 2.3917 0.09
C 0.5753 3.4007 -4.9807 -0.11
O -0.4410 -0.6750 -1.6392 -0.32
H 7.1117 -0.3491 -0.3580 0.07
Si 2.6328 1.7618 0.5520 0.45
C -0.3223 2.4503 -4.4198 -0.11
H 4.6299 2.6091 1.3382 0.09
C -1.7795 0.5015 0.3143 -0.52
H 4.8297 -0.4317 -0.0129 0.08
H 7.4689 -0.5818 1.3658 0.07
H 0.3477 4.4114 -5.2742 0.09
C 6.8170 -0.1050 0.6500 -0.10
C 4.7076 0.5859 1.8114 -0.28
C -2.2874 -1.7292 3.0120 -0.57
O 3.5657 5.1293 -0.7039 0.12
H 1.3415 2.9351 -1.1627 0.10
H 2.4136 0.8415 -4.5676 0.14
C -2.9612 0.1601 1.2564 -0.40
H -6.9307 -2.7560 -0.9359 0.09
F -3.2063 -2.5670 2.5789 0.20
H 5.2652 -1.4651 1.3725 0.09
F -2.3181 0.9951 -0.7864 0.15
F -3.7124 -0.7485 0.6573 0.17
H 1.0040 -0.2794 2.0920 0.00
C 2.3558 3.0349 -0.7928 -0.13
H -7.2726 -6.0740 1.8245 0.10
S -0.7219 -0.9370 -0.2539 0.62
```

This record from OMol25 describes a molecular structure, CH31MnO18 in a non-equilibrium geometry. The level of theory is ωB97M-V with the def2-TZVPD basis set.

The value obtained for the energy above the lowest of the compared OMol25 structures with the same formula, charge and spin is 122.0 kJ/mol. For the HOMO energy (spin up / spin down), the calculation gives -12.32 / -12.32 eV. The value obtained for the gap between HOMO and LUMO (spin up / spin down) is 8.10 / 7.79 eV. As for the charge: +1. Its multiplicity is 6.

The geometry in XYZ format:
```
51
Properties=species:S:1:pos:R:3:mulliken_spin:R:1
H 0.4788 0.9725 -4.2306 0.00
H 1.2788 3.3403 -1.4999 0.00
H 4.2745 -0.5606 -0.2288 0.00
H 2.2118 -0.7160 -1.7627 0.00
O 3.4584 2.5594 0.0937 0.00
H 0.9162 1.8809 -1.4219 0.00
O -0.2780 0.3880 -4.1945 0.00
C -0.2771 -0.1542 -0.6063 -0.06
O 1.3446 1.3807 2.3194 0.00
H 2.7865 -2.5370 1.9630 0.00
H 1.2720 0.1415 0.4785 0.00
O -0.7725 -0.5043 -1.7164 0.04
H -2.5218 1.1420 -2.4112 0.00
H 4.2672 2.7669 0.5601 0.00
H -0.2613 3.3648 0.3815 0.00
O 3.8522 -0.0172 0.4347 0.00
H -2.5528 1.7883 3.1465 0.00
H -4.1618 1.3310 0.1149 0.00
H 1.3616 -2.3429 -1.4399 0.00
O -3.2194 0.4845 -2.1723 0.03
H 0.6509 -3.3738 -0.4637 0.00
O -3.7412 0.5995 0.6299 0.02
H -1.9651 1.1774 1.8467 0.00
H -1.5161 -0.8139 3.8611 0.00
O 0.5906 3.5409 0.7555 0.00
O 1.0670 -0.0299 -0.4607 0.01
O -1.0562 0.0909 0.3522 0.04
O 2.4456 -0.9886 -2.6242 0.00
H -3.2450 -3.5012 -1.4660 0.00
O -2.4956 -2.9188 -1.5581 0.02
O -2.4647 -2.0267 1.2746 0.03
O -0.7639 -1.3014 3.4605 0.00
O 0.7532 2.6521 -1.9142 0.00
H -1.8742 -3.4993 -2.0527 0.00
H 3.0019 -0.2838 -2.9471 0.00
H 0.8877 2.7150 1.1224 0.00
Mn -2.7865 -0.9168 -0.6178 4.86
H 3.3855 1.6385 0.1352 0.00
H -3.0365 -2.7858 1.3017 0.00
H -0.2709 -0.0129 -3.3187 0.00
H -0.7987 -0.9378 2.5989 0.00
H 2.1070 1.6871 2.8116 0.00
H 3.2139 -0.5901 0.8630 0.00
H -3.8972 0.7037 -2.7748 0.00
O 1.1611 -3.2609 -1.2938 0.00
H -1.5941 -2.4001 1.1556 0.00
H -4.2346 0.3966 1.4054 0.00
H 0.6472 1.3381 2.9725 0.00
O 2.1538 -1.8194 1.8153 0.00
H 1.9729 -1.4155 2.6557 0.00
O -1.7559 1.6285 2.6661 0.00
```

This record from OMol25 describes a molecular structure, C6H14NO in a non-equilibrium geometry. The level of theory is ωB97M-V with the def2-TZVPD basis set.

The value obtained for the energy above the lowest of the compared OMol25 structures with the same formula, charge and spin is 573.7 kJ/mol. For the HOMO energy, the calculation gives -2.15 eV. The value obtained for the gap between HOMO and LUMO is 5.15 eV. As for the charge: -1.

The geometry in XYZ format:
```
22
Properties=species:S:1:pos:R:3:lowdin_charge:R:1
O -1.7219 2.9891 1.9030 -0.37
H -0.3143 1.4971 2.3042 0.07
H -0.4263 -0.5962 -0.6167 0.06
C 2.4302 -3.2798 -0.2963 -0.08
H -2.3955 0.4671 0.3265 0.11
H 3.0759 -1.1685 -0.6755 0.10
H 3.1422 -3.8580 -0.8748 0.07
H 0.6898 0.3502 0.5494 0.08
H 1.4494 -3.7572 -0.2713 0.08
C 2.3090 -1.9165 -0.9459 -0.39
H 0.9928 -1.8360 -1.2420 0.07
C -0.7891 1.5755 -0.5769 -0.18
C -1.4769 0.9630 0.5819 -0.31
H -0.1762 2.4544 -0.4634 0.09
H -3.5193 2.9532 -0.6753 0.02
N 1.7464 -1.6991 -2.0749 0.06
H 2.7962 -3.1680 0.7176 0.06
C -1.3641 1.7053 1.9394 -0.55
C -0.2473 0.2829 0.0021 -0.17
H -1.2279 1.4523 -1.5634 0.08
H -3.0018 3.4953 -0.7157 0.03
H -1.9711 1.0937 2.6679 0.07
```